The following is a DFT calculation (ωB97M-V with the def2-TZVPD basis set) of a molecular structure, C24H52N2O4Sr in a non-equilibrium geometry.

ORCA input file:
```
! RIJCOSX wB97M-V def2-TZVPD def2/J DEFGRID3
* xyz 0 1
Sr -17.51 4.56 -0.73
C -19.84 5.77 -4.16
C -19.08 6.60 -3.12
C -20.11 7.69 -2.64
O -18.49 5.96 -2.08
H -20.61 5.07 -3.80
H -19.02 5.17 -4.68
H -20.33 6.38 -4.96
H -18.26 7.18 -3.69
H -20.44 8.27 -3.53
H -19.67 8.21 -1.82
H -21.02 7.23 -2.32
C -16.27 7.11 2.80
C -15.66 6.16 1.75
C -14.76 5.22 2.59
O -16.58 5.59 0.88
H -16.98 7.87 2.38
H -15.52 7.78 3.35
H -16.82 6.55 3.53
H -15.05 6.83 1.14
H -14.08 5.88 3.16
H -14.25 4.47 1.93
H -15.30 4.64 3.27
C -17.63 2.58 -3.52
C -16.16 2.99 -3.67
C -16.11 4.24 -4.59
C -14.70 4.75 -4.69
C -14.21 5.07 -3.30
C -14.15 3.84 -2.31
N -15.55 3.37 -2.34
O -15.70 2.19 -1.43
C -13.04 2.85 -2.74
C -13.85 4.32 -0.98
C -15.44 1.79 -4.37
H -17.73 1.80 -2.79
H -18.01 2.08 -4.51
H -18.33 3.35 -3.36
H -16.44 3.93 -5.58
H -16.75 5.06 -4.18
H -14.60 5.61 -5.31
H -14.00 4.01 -5.13
H -14.88 5.79 -2.81
H -13.20 5.51 -3.35
H -12.94 2.95 -3.85
H -12.03 3.01 -2.19
H -13.28 1.84 -2.47
H -14.65 5.07 -0.66
H -13.91 3.48 -0.23
H -12.83 4.73 -0.95
H -15.74 0.82 -3.89
H -14.42 1.90 -4.32
H -15.94 1.77 -5.37
H -14.97 1.61 -1.57
C -17.17 2.39 1.96
C -18.69 2.55 2.28
C -18.78 3.49 3.41
C -20.13 4.08 3.59
C -20.62 4.72 2.32
C -20.73 3.73 1.15
N -19.34 3.18 1.08
O -19.22 2.33 -0.06
C -21.95 2.81 1.37
C -21.03 4.60 -0.09
C -19.31 1.07 2.60
H -16.93 3.41 1.72
H -17.05 1.73 1.10
H -16.67 2.06 2.90
H -18.29 3.02 4.35
H -18.14 4.29 3.05
H -20.02 4.81 4.52
H -20.86 3.23 3.85
H -19.95 5.49 1.95
H -21.62 5.23 2.44
H -22.83 3.38 0.98
H -21.79 1.93 0.72
H -22.11 2.52 2.40
H -20.23 5.26 -0.41
H -21.29 4.00 -0.90
H -21.81 5.31 0.17
H -20.34 1.24 2.79
H -18.78 0.69 3.44
H -19.13 0.43 1.74
H -19.75 1.53 0.09
*
```

LUMO level, eV: 0.2
Molecular weight, g/mol: 520.3
E_tot, eV: -37735.401
HOMO-LUMO gap, eV: 8.01



The following is a DFT calculation (ωB97M-V with the def2-TZVPD basis set) of 35 unconnected molecules or ions with the total composition F6H68O34P in a non-equilibrium geometry.

ORCA input file:
```
! RIJCOSX wB97M-V def2-TZVPD def2/J DEFGRID3
* xyz -1 1
P 23.44 -24.81 -8.48
F 22.61 -26.24 -8.11
F 24.23 -25.65 -9.63
F 22.25 -24.20 -9.45
F 24.37 -23.55 -8.89
F 22.68 -24.06 -7.28
F 24.68 -25.19 -7.42
O 20.40 -23.68 -11.70
H 21.26 -23.57 -11.28
H 20.60 -24.07 -12.55
O 26.76 -28.39 -10.12
H 27.17 -27.96 -9.36
H 25.88 -28.03 -10.16
O 25.97 -20.39 -7.63
H 25.06 -20.66 -7.77
H 25.90 -19.47 -7.36
O 19.79 -24.34 -7.98
H 20.27 -23.57 -8.27
H 20.07 -25.04 -8.57
O 23.82 -21.96 -12.52
H 23.10 -21.77 -13.12
H 24.00 -22.89 -12.65
O 28.57 -24.52 -8.34
H 27.64 -24.33 -8.48
H 28.59 -25.44 -8.09
O 20.44 -27.68 -9.13
H 19.56 -27.32 -9.20
H 20.77 -27.70 -10.03
O 28.01 -23.14 -4.81
H 27.73 -22.80 -3.96
H 27.53 -23.97 -4.90
O 21.58 -19.72 -9.85
H 20.99 -20.35 -10.26
H 22.43 -19.89 -10.25
O 23.57 -19.31 -12.12
H 23.77 -20.25 -12.05
H 23.74 -19.11 -13.04
O 24.85 -23.19 -4.90
H 24.94 -23.52 -5.80
H 23.93 -22.94 -4.83
O 27.19 -28.15 -7.15
H 27.15 -27.40 -6.56
H 28.12 -28.24 -7.36
O 24.08 -28.83 -10.48
H 23.26 -28.49 -10.84
H 23.93 -28.86 -9.53
O 20.01 -28.80 -3.47
H 20.26 -28.33 -4.26
H 19.71 -29.66 -3.78
O 20.98 -27.21 -5.34
H 21.14 -27.82 -6.06
H 21.77 -26.67 -5.30
O 24.52 -29.40 -7.50
H 25.25 -28.84 -7.25
H 24.77 -30.27 -7.19
O 27.28 -27.58 -13.01
H 28.16 -27.96 -12.99
H 27.00 -27.57 -12.09
O 23.09 -25.46 -5.10
H 23.98 -25.71 -5.34
H 22.83 -24.82 -5.76
O 21.77 -21.66 -5.00
H 20.86 -21.37 -5.07
H 22.23 -20.90 -4.64
O 17.92 -23.19 -10.83
H 17.75 -22.36 -11.28
H 18.77 -23.48 -11.16
O 21.36 -27.46 -11.72
H 20.93 -26.72 -12.14
H 21.40 -28.13 -12.40
O 24.12 -25.58 -12.03
H 23.22 -25.92 -12.08
H 24.29 -25.50 -11.09
O 25.04 -24.34 -14.28
H 25.86 -24.37 -14.77
H 25.10 -25.07 -13.66
O 21.63 -30.93 -9.55
H 20.88 -30.35 -9.57
H 21.28 -31.79 -9.77
O 18.45 -25.79 -6.30
H 19.19 -26.30 -5.96
H 18.86 -25.11 -6.83
O 23.61 -25.76 -2.15
H 23.54 -25.62 -3.09
H 24.03 -26.61 -2.06
O 28.41 -21.03 -8.81
H 27.64 -21.01 -8.24
H 28.95 -20.30 -8.50
O 26.53 -23.26 -2.41
H 26.07 -23.49 -3.22
H 26.38 -24.00 -1.83
O 21.55 -25.19 -13.89
H 22.28 -25.31 -14.49
H 20.89 -24.73 -14.40
O 26.85 -20.84 -11.08
H 27.43 -20.92 -10.32
H 26.05 -21.28 -10.81
O 20.13 -23.88 -4.08
H 20.25 -24.75 -4.47
H 20.88 -23.37 -4.39
O 21.57 -29.27 -7.26
H 21.15 -28.60 -7.79
H 22.48 -29.28 -7.56
O 23.32 -21.07 -7.81
H 23.48 -21.98 -8.04
H 22.36 -21.01 -7.73
O 28.09 -26.34 -5.26
H 28.86 -26.56 -5.78
H 28.34 -26.55 -4.36
*
```

LUMO level, eV: 1.2
Relative energy (zero: lowest compared OMol25 entry of this formula, charge and spin), kJ/mol: 0.0
Molecular weight, g/mol: 757.5
E_tot, eV: -96324.437
HOMO-LUMO gap, eV: 8.92



The following is a DFT calculation (ωB97M-V with the def2-TZVPD basis set) of 2 unconnected molecules or ions with the total composition C9H15NO in a non-equilibrium geometry.

ORCA input file:
```
! RIJCOSX wB97M-V def2-TZVPD def2/J DEFGRID3
* xyz 0 1
C 2.31 -1.34 0.02
C 2.87 0.97 0.73
C 2.76 1.05 -0.80
C 1.99 0.01 0.05
C -2.21 0.18 0.67
C -0.75 -0.56 -1.32
C -0.87 -1.90 0.60
C 0.10 0.62 0.80
C -0.84 -0.42 0.19
N 2.51 -2.47 -0.05
O 0.02 1.88 0.24
H 3.85 0.71 1.15
H 2.47 1.71 1.37
H 2.10 1.77 -1.29
H 3.33 0.54 -1.56
H -2.33 0.32 1.69
H -3.08 -0.31 0.24
H -2.24 1.14 0.18
H 0.20 -0.90 -1.47
H -0.87 0.37 -1.98
H -1.52 -1.42 -1.64
H -0.76 -2.08 1.72
H -1.81 -2.18 0.40
H -0.19 -2.44 0.09
H 0.37 0.55 1.79
H 0.26 2.00 -0.68
*
```

LUMO level, eV: 0.6
Relative energy (zero: lowest compared OMol25 entry of this formula, charge and spin), kJ/mol: 491.6
Molecular weight, g/mol: 153.2
E_tot, eV: -13109.233
HOMO-LUMO gap, eV: 9.46



The following is a DFT calculation (ωB97M-V with the def2-TZVPD basis set) of a single C4H6N2O molecule.

ORCA input file:
```
! RIJCOSX wB97M-V def2-TZVPD def2/J DEFGRID3
* xyz 0 1
C 0.43 0.98 1.54
C 0.39 0.28 0.18
N 1.20 1.09 -0.78
O 0.82 0.96 -1.92
C 0.46 -1.21 0.10
C -0.57 -0.67 -0.48
N -1.73 -0.83 -1.20
H 0.20 2.05 1.49
H -0.22 0.50 2.27
H 1.46 0.89 1.91
H 1.00 -2.06 0.46
H -1.81 -1.78 -1.55
H -1.82 -0.17 -1.96
*
```

LUMO level, eV: 0.3
Structure (SMILES): C[C@@]1(N=O)C=C1N
Relative energy (zero: lowest compared OMol25 entry of this formula, charge and spin), kJ/mol: 495.2
Molecular weight, g/mol: 98.1
E_tot, eV: -9268.370
HOMO-LUMO gap, eV: 8.71



The following is a DFT calculation (ωB97M-V with the def2-TZVPD basis set) of 4 unconnected molecules or ions with the total composition C2H12N2O3 in a non-equilibrium geometry.

ORCA input file:
```
! RIJCOSX wB97M-V def2-TZVPD def2/J DEFGRID3
* xyz 0 1
N -1.96 -0.58 1.48
C -0.85 -0.55 0.60
C 0.31 -1.26 0.78
N 1.64 -0.70 0.47
H -2.28 0.34 1.71
H -1.67 -0.97 2.35
H -1.14 -0.05 -0.36
H 0.24 -2.27 1.19
H 1.96 -1.29 -0.30
H 2.13 -0.96 1.32
O -2.23 -1.59 -3.15
H -1.23 -1.66 -3.24
H -2.41 -2.51 -3.49
O 2.25 0.94 -1.58
H 1.70 0.45 -0.91
H 1.61 1.66 -1.78
O 0.89 3.99 1.47
H 0.48 3.17 1.05
H 0.57 3.83 2.39
*
```

LUMO level, eV: 0.4
Structure (SMILES): N/C=C/N.O.O.O
Relative energy (zero: lowest compared OMol25 entry of this formula, charge and spin), kJ/mol: 285.0
Molecular weight, g/mol: 112.1
E_tot, eV: -11388.795
HOMO-LUMO gap, eV: 8.70



The following is a DFT calculation (ωB97M-V with the def2-TZVPD basis set) of 4 unconnected molecules or ions with the total composition C3H13NO3 in a non-equilibrium geometry.

ORCA input file:
```
! RIJCOSX wB97M-V def2-TZVPD def2/J DEFGRID3
* xyz 0 1
C -0.01 0.79 1.49
C -0.43 0.33 0.22
C -1.78 0.75 -0.45
N 0.45 -0.24 -0.69
H 0.99 0.52 1.87
H -0.35 1.63 2.03
H -2.45 1.12 0.41
H -1.64 1.63 -1.17
H -2.23 -0.17 -0.97
H 0.01 -0.91 -1.34
H 1.38 -0.57 -0.49
O 3.07 -1.55 0.46
H 3.59 -0.91 0.94
H 3.75 -2.06 -0.03
O 0.98 2.22 -2.45
H 1.77 2.63 -2.05
H 0.85 1.54 -1.79
O -2.50 -2.58 1.13
H -3.39 -2.45 1.57
H -2.06 -1.73 1.32
*
```

LUMO level, eV: 0.4
Structure (SMILES): C=C(C)N.O.O.O
Relative energy (zero: lowest compared OMol25 entry of this formula, charge and spin), kJ/mol: 131.3
Molecular weight, g/mol: 111.1
E_tot, eV: -10953.411
HOMO-LUMO gap, eV: 8.69



The following is a DFT calculation (ωB97M-V with the def2-TZVPD basis set) of 2 unconnected molecules or ions with the total composition C3H8N3 in a non-equilibrium geometry.

ORCA input file:
```
! RIJCOSX wB97M-V def2-TZVPD def2/J DEFGRID3
* xyz 1 1
C 1.17 1.31 1.09
C -0.32 0.87 -0.58
C -0.47 -1.69 0.24
N 1.12 0.02 1.07
N 0.49 1.85 0.10
N 0.35 -0.41 0.01
H 1.81 1.91 1.74
H -1.51 0.94 -0.30
H -0.22 0.90 -1.69
H -0.53 -1.80 1.37
H -1.43 -1.43 -0.32
H 0.05 -2.56 -0.14
H 0.60 2.85 -0.01
H 1.34 -1.01 -0.91
*
```

LUMO level, eV: -5.1
Relative energy (zero: lowest compared OMol25 entry of this formula, charge and spin), kJ/mol: 459.2
Molecular weight, g/mol: 86.1
E_tot, eV: -7700.519
HOMO-LUMO gap, eV: 8.91



The following is a DFT calculation (ωB97M-V with the def2-TZVPD basis set) of a molecular structure, C17H12Cl4InN3O2S4.

ORCA input file:
```
! RIJCOSX wB97M-V def2-TZVPD def2/J DEFGRID3
* xyz -2 1
In 0.06 -2.05 -1.32
S -1.12 -4.10 -2.20
S -0.68 -3.94 -4.21
S 1.31 -3.46 -4.22
S 1.33 -1.55 -3.44
N 1.97 0.75 1.35
C 1.17 1.85 1.24
C 0.84 2.64 2.33
C 0.04 3.79 2.18
C -0.44 4.17 0.96
C -0.12 3.40 -0.18
C -0.58 3.71 -1.48
C -0.23 2.93 -2.53
C 0.61 1.82 -2.30
N 1.04 1.48 -1.11
C 0.69 2.25 -0.06
H 2.05 0.34 2.26
H 1.88 0.04 0.62
H 1.19 2.35 3.31
H -0.20 4.37 3.06
H -1.07 5.05 0.85
H -1.24 4.57 -1.61
H -0.60 3.12 -3.53
H 0.89 1.18 -3.13
Cl -2.02 0.49 -5.02
C -2.24 -0.67 -3.68
Cl -3.81 -1.50 -3.85
C -2.20 0.06 -2.31
O -2.86 1.07 -2.16
O -1.46 -0.51 -1.43
H -1.47 -1.42 -3.80
Cl -1.82 -2.71 1.04
C -0.45 -2.68 2.13
C -0.70 -2.97 3.45
C 0.33 -2.99 4.39
C 1.62 -2.71 3.94
C 1.86 -2.42 2.62
Cl 3.52 -2.16 2.14
C 0.85 -2.36 1.57
N 1.18 -2.04 0.34
H -1.72 -3.19 3.74
H 0.13 -3.21 5.43
H 2.46 -2.74 4.63
*
```

LUMO level, eV: 4.6
Relative energy (zero: lowest compared OMol25 entry of this formula, charge and spin), kJ/mol: 0.0
Molecular weight, g/mol: 675.2
E_tot, eV: -124999.066
HOMO-LUMO gap, eV: 5.88